Record 1
{
  "formula": "C57H71BrN8O3",
  "method": "ωB97M-V/def2-TZVPD",
  "elements": ["C", "C", "C", "C", "C", "C", "C", "C", "C", "C", "C", "C", "C", "C", "N", "Br", "C", "O", "O", "C", "O", "C", "C", "C", "C", "C", "C", "H", "H", "H", "H", "H", "H", "H", "H", "H", "H", "H", "H", "H", "H", "H", "H", "H", "H", "H", "H", "H", "H", "H", "H", "H", "H", "H", "H", "H", "H", "H", "H", "H", "H", "H", "H", "C", "C", "C", "N", "C", "C", "H", "H", "H", "H", "H", "C", "C", "C", "N", "C", "C", "H", "H", "H", "H", "H", "C", "C", "C", "N", "C", "C", "H", "H", "H", "H", "H", "C", "C", "C", "N", "C", "C", "H", "H", "H", "H", "H", "C", "C", "C", "N", "C", "C", "H", "H", "H", "H", "H", "C", "C", "C", "N", "C", "C", "H", "H", "H", "H", "H", "C", "C", "C", "N", "C", "C", "H", "H", "H", "H", "H"],
  "coordinates": [[8.6040, -1.4500, 4.9994], [9.2492, -2.8118, 4.5118], [8.2351, -3.5405, 3.5217], [8.7137, -3.5904, 2.0164], [7.9652, -2.4441, 1.1739], [8.8467, -1.1534, 0.9195], [8.2557, 0.1977, 1.4913], [6.6992, 0.3811, 1.3064], [5.9824, 0.5986, 2.7251], [5.0663, 1.9003, 2.7186], [3.7353, 1.6757, 1.9074], [2.7034, 0.7261, 2.6553], [1.9696, 1.4524, 3.8561], [0.4999, 0.9641, 4.0856], [-0.5042, 1.5605, 3.1346], [-1.9803, 2.1964, 4.1099], [-0.8991, 0.6385, 2.0944], [-0.4889, 0.8487, 0.9843], [-1.7121, -0.4674, 2.3196], [-3.0469, -0.2835, 1.7945], [-3.6995, -1.5292, 1.5247], [-2.9576, -2.6108, 2.0192], [-2.1930, -3.4327, 1.0878], [-1.3798, -4.5499, 1.5763], [-1.3133, -4.8469, 2.9962], [-2.1041, -4.0419, 3.9266], [-2.9195, -2.9462, 3.4487], [8.0371, -1.0153, 4.1404], [9.3710, -0.7418, 5.4137], [7.8313, -1.6835, 5.7887], [9.3545, -3.4726, 5.4098], [10.2586, -2.6446, 4.0579], [7.2368, -3.0544, 3.6760], [8.1109, -4.6062, 3.8768], [8.3462, -4.5626, 1.5905], [9.8144, -3.4576, 1.8803], [6.9957, -2.2595, 1.6961], [7.7637, -2.9019, 0.1654], [9.0861, -1.0425, -0.1662], [9.8297, -1.3299, 1.4495], [8.6152, 0.3330, 2.5439], [8.7453, 1.0297, 0.9030], [6.1892, -0.4644, 0.7838], [6.4864, 1.3162, 0.7271], [5.4106, -0.3054, 3.0613], [6.7724, 0.7812, 3.5034], [4.7908, 2.1298, 3.7831], [5.6301, 2.7746, 2.2893], [3.9158, 1.3412, 0.8554], [3.2307, 2.6857, 1.8340], [1.9447, 0.4226, 1.8811], [3.2135, -0.2248, 2.9721], [2.5523, 1.1833, 4.7848], [2.0671, 2.5692, 3.7626], [0.2060, 1.3162, 5.1121], [0.4134, -0.1543, 4.0195], [-3.6373, 0.2615, 2.5770], [-2.9648, 0.3597, 0.8817], [-2.2365, -3.2051, -0.0037], [-0.8043, -5.1784, 0.8448], [-0.6569, -5.6844, 3.3300], [-2.0498, -4.3014, 5.0095], [-3.5291, -2.3397, 4.1557], [-5.2984, 3.3786, 1.2372], [-4.3763, 3.7779, 2.1924], [-4.7459, 4.7720, 3.0843], [-5.9404, 5.3730, 3.0762], [-6.8124, 4.9725, 2.1448], [-6.5437, 3.9850, 1.2095], [-5.0487, 2.6028, 0.5217], [-3.3945, 3.3286, 2.2443], [-4.0597, 5.1160, 3.8517], [-7.7716, 5.4788, 2.1606], [-7.2892, 3.6992, 0.4787], [3.0990, -5.2157, 5.6570], [4.2018, -4.3994, 5.4597], [3.9920, -3.1232, 4.9614], [2.7860, -2.6322, 4.6554], [1.7369, -3.4389, 4.8525], [1.8385, -4.7293, 5.3491], [3.2208, -6.2199, 6.0462], [5.2020, -4.7447, 5.6875], [4.8238, -2.4464, 4.7932], [0.7721, -3.0150, 4.5930], [0.9542, -5.3372, 5.4904], [-7.2984, 3.5690, -4.3867], [-6.3718, 3.9643, -3.4342], [-6.7350, 4.9579, -2.5389], [-7.9278, 5.5620, -2.5417], [-8.8040, 5.1650, -3.4708], [-8.5422, 4.1787, -4.4090], [-7.0533, 2.7942, -5.1042], [-5.3897, 3.5116, -3.3866], [-6.0457, 5.2991, -1.7731], [-9.7620, 5.6741, -3.4503], [-9.2907, 3.8974, -5.1369], [-10.3917, 7.4726, -9.0381], [-11.2082, 7.3485, -7.9257], [-10.9442, 6.3245, -7.0303], [-9.9482, 5.4442, -7.1778], [-9.1751, 5.5835, -8.2598], [-9.3516, 6.5740, -9.2126], [-10.5641, 8.2609, -9.7614], [-12.0308, 8.0307, -7.7561], [-11.5538, 6.1891, -6.1429], [-8.3767, 4.8548, -8.3548], [-8.6927, 6.6397, -10.0685], [-2.8015, 1.0987, -2.9832], [-2.8611, 0.1658, -4.0068], [-1.8733, -0.8044, -4.0679], [-0.8610, -0.8916, -3.1972], [-0.8234, 0.0206, -2.2190], [-1.7638, 1.0285, -2.0676], [-3.5560, 1.8728, -2.9003], [-3.6562, 0.1907, -4.7409], [-1.8780, -1.5579, -4.8483], [0.0083, -0.0733, -1.5298], [-1.6845, 1.7388, -1.2548], [3.0152, -7.9046, -0.3557], [2.5356, -6.9971, -1.2859], [1.1757, -6.7299, -1.3004], [0.2953, -7.3001, -0.4701], [0.7824, -8.1739, 0.4176], [2.1237, -8.5077, 0.5171], [4.0721, -8.1397, -0.3112], [3.2011, -6.5070, -1.9844], [0.7539, -6.0243, -2.0084], [0.0460, -8.6225, 1.0766], [2.4611, -9.2211, 1.2575], [-0.5022, 2.0705, -6.0074], [0.5745, 1.2820, -6.3780], [0.8809, 1.1858, -7.7264], [0.1950, 1.8073, -8.6922], [-0.8407, 2.5610, -8.3090], [-1.2280, 2.7265, -6.9883], [-0.7738, 2.1729, -4.9629], [1.1630, 0.7544, -5.6386], [1.7164, 0.5833, -8.0668], [-1.3792, 3.0510, -9.1136], [-2.0749, 3.3514, -6.7353]],
  "smiles": "CCCCCCCCCCCCCCN(Br)C(=O)OCOc1ccccc1.c1ccncc1.c1ccncc1.c1ccncc1.c1ccncc1.c1ccncc1.c1ccncc1.c1ccncc1",
  "total_energy_ha": -5452.15949,
  "orbital_gap_ev": 8.74,
  "charge": 0,
  "molar_mass_g_mol": 996.15
}

Record 2
{
  "formula": "C57H71F5N4O5SSi2",
  "method": "ωB97M-V/def2-TZVPD",
  "elements": ["C", "C", "O", "O", "C", "O", "C", "Si", "C", "C", "C", "C", "C", "N", "C", "C", "C", "C", "C", "C", "C", "C", "C", "O", "Si", "N", "C", "C", "C", "C", "C", "C", "C", "S", "C", "N", "N", "C", "O", "H", "H", "H", "H", "H", "H", "H", "H", "H", "H", "H", "H", "H", "H", "H", "H", "H", "H", "H", "H", "H", "H", "H", "H", "H", "H", "H", "H", "H", "H", "H", "H", "H", "H", "H", "H", "H", "H", "H", "H", "H", "H", "H", "H", "H", "H", "F", "C", "C", "C", "C", "C", "C", "H", "H", "H", "H", "H", "F", "C", "C", "C", "C", "C", "C", "H", "H", "H", "H", "H", "F", "C", "C", "C", "C", "C", "C", "H", "H", "H", "H", "H", "F", "C", "C", "C", "C", "C", "C", "H", "H", "H", "H", "H", "F", "C", "C", "C", "C", "C", "C", "H", "H", "H", "H", "H"],
  "coordinates": [[2.1826, 6.9714, -0.0145], [2.5429, 6.0826, -1.3134], [3.7500, 6.1264, -1.6856], [1.5651, 5.3189, -2.0497], [0.6221, 4.6978, -1.1509], [-0.3631, 5.3350, -0.7162], [0.8902, 3.1714, -0.6641], [-0.2528, 1.9046, -1.5317], [0.2426, 1.5188, -3.3605], [1.7573, 0.9948, -3.5364], [1.8021, -0.4102, -4.3203], [1.3944, -1.6894, -3.4387], [-0.1810, -1.9771, -3.3489], [-0.7458, -2.4694, -4.6657], [-1.9959, 2.7531, -1.6690], [-2.7109, 2.9651, -0.2426], [-4.2082, 2.3676, -0.1653], [-4.1080, 0.8627, 0.4097], [-3.4463, 0.6250, 1.8218], [-3.2755, -0.7927, 2.4162], [-3.7933, -1.9912, 1.5472], [-4.4636, -1.7550, 0.1485], [-4.6347, -0.3261, -0.4438], [-0.4701, 0.3933, -0.7296], [0.7133, 0.0366, 0.4779], [2.4117, 0.1562, -0.0365], [0.4255, 0.9997, 2.1474], [1.7734, 1.6768, 2.7236], [2.5399, 0.8129, 3.8358], [3.4673, -0.3641, 3.2638], [5.0320, -0.0064, 3.1801], [5.4079, 1.1069, 2.0889], [6.0214, 0.5025, 0.7136], [5.5157, 1.5197, -0.7562], [6.2508, 3.2046, -0.7174], [7.4590, 3.6343, -1.3961], [7.7906, 4.9458, -1.2166], [6.7055, 5.3996, -0.3556], [5.7608, 4.3961, -0.0651], [2.9715, 7.8002, 0.1337], [1.1799, 7.5106, -0.1690], [2.1618, 6.2518, 0.8831], [1.9744, 2.9543, -1.0169], [0.8108, 3.2117, 0.4770], [0.0982, 2.5122, -3.9373], [-0.5036, 0.7837, -3.8534], [2.2800, 1.7597, -4.2340], [2.3497, 1.0124, -2.5609], [2.8825, -0.5700, -4.6805], [1.1347, -0.3631, -5.2478], [1.8000, -1.6912, -2.3702], [1.8671, -2.6128, -3.9559], [-0.7872, -1.1183, -2.8951], [-0.3123, -2.8717, -2.6232], [-1.6236, -2.9761, -4.4453], [-0.9771, -1.6595, -5.2579], [-1.8990, 3.7762, -2.1954], [-2.6553, 2.1032, -2.3636], [-2.7903, 4.1041, -0.0478], [-2.0094, 2.5523, 0.5715], [-4.6271, 2.2632, -1.2397], [-4.9508, 3.0236, 0.3997], [-3.0944, 1.5792, 2.3657], [-2.7630, -0.9337, 3.4252], [-3.6534, -3.0380, 1.9874], [-4.8287, -2.6365, -0.4828], [-5.1282, -0.1887, -1.4627], [0.5037, -1.3863, 0.8428], [2.6324, -0.3969, -0.8735], [2.7707, 1.1176, -0.0843], [0.0193, 0.2642, 2.9330], [-0.3940, 1.7713, 1.9461], [2.4586, 2.0264, 1.8665], [1.4347, 2.6536, 3.2510], [3.1631, 1.5622, 4.4620], [1.7908, 0.3484, 4.5741], [3.3845, -1.2379, 4.0216], [3.1388, -0.7974, 2.2590], [5.4231, 0.2877, 4.2138], [5.5825, -0.9895, 2.9047], [6.2136, 1.7778, 2.5615], [4.5540, 1.7985, 1.7834], [5.5823, -0.5510, 0.5562], [7.1681, 0.3798, 0.7489], [6.6906, 6.4872, 0.0075], [5.2464, -1.5417, 6.1727], [6.4390, -2.1531, 6.2542], [6.4941, -3.4956, 6.5947], [7.7297, -4.1300, 6.6739], [8.8964, -3.4116, 6.4220], [8.8289, -2.0624, 6.0857], [7.5932, -1.4303, 5.9956], [5.5762, -4.0360, 6.7952], [7.7840, -5.1822, 6.9321], [9.8603, -3.9063, 6.4883], [9.7385, -1.5032, 5.8937], [7.5216, -0.3829, 5.7263], [-6.7019, 3.7106, -2.0800], [-6.9571, 4.8595, -1.4363], [-5.9296, 5.7673, -1.2299], [-6.1951, 6.9610, -0.5667], [-7.4826, 7.2288, -0.1077], [-8.5054, 6.3079, -0.3159], [-8.2432, 5.1189, -0.9887], [-4.9320, 5.5380, -1.5870], [-5.4000, 7.6815, -0.4070], [-7.6879, 8.1585, 0.4135], [-9.5068, 6.5161, 0.0459], [-9.0293, 4.3946, -1.1672], [-6.5770, -2.1979, -1.9163], [-7.0524, -3.3916, -2.3093], [-8.3028, -3.8027, -1.8752], [-8.7970, -5.0368, -2.2863], [-8.0305, -5.8504, -3.1182], [-6.7736, -5.4285, -3.5436], [-6.2835, -4.1898, -3.1417], [-8.8813, -3.1601, -1.2216], [-9.7778, -5.3649, -1.9586], [-8.4156, -6.8156, -3.4350], [-6.1758, -6.0645, -4.1880], [-5.3110, -3.8417, -3.4705], [8.9884, 1.2499, 4.4155], [9.5573, 1.7631, 3.3106], [8.7584, 2.3625, 2.3491], [9.3446, 2.8979, 1.2090], [10.7251, 2.8190, 1.0376], [11.5179, 2.2105, 2.0068], [10.9315, 1.6841, 3.1531], [7.6892, 2.4078, 2.4956], [8.7302, 3.3761, 0.4532], [11.1827, 3.2337, 0.1450], [12.5922, 2.1464, 1.8694], [11.5338, 1.2147, 3.9224], [-9.1514, -8.4181, -3.8734], [-9.8527, -9.5212, -3.5575], [-10.9800, -9.8454, -4.2956], [-11.7026, -10.9892, -3.9720], [-11.2953, -11.7895, -2.9072], [-10.1642, -11.4510, -2.1699], [-9.4350, -10.3134, -2.5000], [-11.2862, -9.2060, -5.1155], [-12.5820, -11.2565, -4.5479], [-11.8621, -12.6794, -2.6526], [-9.8506, -12.0731, -1.3383], [-8.5468, -10.0394, -1.9425]],
  "total_energy_ha": -4286.05241,
  "orbital_gap_ev": 8.24,
  "charge": 0,
  "molar_mass_g_mol": 1075.45
}

Record 3
{
  "formula": "C57H79FN12O2Si",
  "method": "ωB97M-V/def2-TZVPD",
  "elements": ["C", "C", "O", "C", "O", "C", "C", "C", "Si", "C", "C", "C", "F", "H", "H", "H", "H", "H", "H", "H", "H", "H", "H", "H", "H", "H", "H", "H", "H", "H", "H", "H", "N", "C", "C", "C", "C", "H", "H", "H", "H", "H", "N", "C", "C", "C", "C", "H", "H", "H", "H", "H", "N", "C", "C", "C", "C", "H", "H", "H", "H", "H", "N", "C", "C", "C", "C", "H", "H", "H", "H", "H", "N", "C", "C", "C", "C", "H", "H", "H", "H", "H", "N", "C", "C", "C", "C", "H", "H", "H", "H", "H", "N", "C", "C", "C", "C", "H", "H", "H", "H", "H", "N", "C", "C", "C", "C", "H", "H", "H", "H", "H", "N", "C", "C", "C", "C", "H", "H", "H", "H", "H", "N", "C", "C", "C", "C", "H", "H", "H", "H", "H", "N", "C", "C", "C", "C", "H", "H", "H", "H", "H", "N", "C", "C", "C", "C", "H", "H", "H", "H", "H"],
  "coordinates": [[-0.5134, -6.9923, -3.2672], [-1.7759, -6.8076, -2.4292], [-1.6706, -5.9008, -1.3122], [-1.8658, -4.5777, -1.5133], [-2.6466, -4.0031, -0.8429], [-1.0267, -3.8586, -2.5469], [-0.7458, -2.4051, -2.1511], [0.5003, -2.2526, -1.2330], [0.1414, -1.6315, 0.5250], [0.9918, 0.0128, 0.9239], [0.4811, 1.2262, 0.1622], [0.7991, 1.2242, -1.3224], [-0.9335, 1.2871, 0.3077], [-0.6248, -7.9085, -3.8541], [-0.3485, -6.1727, -3.9670], [0.3539, -7.0923, -2.6089], [-2.0259, -7.7636, -1.9637], [-2.6357, -6.5235, -3.0485], [-0.0867, -4.3945, -2.6900], [-1.5580, -3.9046, -3.5077], [-0.5978, -1.8185, -3.0638], [-1.6315, -1.9896, -1.6635], [1.0250, -3.2099, -1.1243], [1.2039, -1.5594, -1.7027], [-1.3192, -1.5330, 0.7362], [0.6730, -2.6113, 1.5064], [2.0724, -0.0943, 0.7700], [0.8304, 0.1855, 1.9964], [0.8635, 2.1455, 0.6205], [1.8300, 0.9051, -1.4965], [0.6591, 2.2225, -1.7466], [0.1191, 0.5460, -1.8482], [-6.1468, -3.2115, 1.5437], [-5.0063, -2.8833, 0.8636], [-4.9994, -1.5227, 0.7074], [-6.1802, -1.0096, 1.3109], [-6.8673, -2.0781, 1.8232], [-6.4157, -4.1440, 1.8010], [-4.2942, -3.6283, 0.5531], [-4.2191, -0.9573, 0.2259], [-6.4828, 0.0225, 1.3733], [-7.7993, -2.1318, 2.3612], [-3.0397, 0.5784, -2.1095], [-2.4636, 1.3760, -3.0584], [-3.1016, 1.1399, -4.2484], [-4.1084, 0.1644, -4.0014], [-4.0458, -0.1571, -2.6705], [-2.7624, 0.5428, -1.1419], [-1.6555, 2.0394, -2.8086], [-2.8727, 1.6096, -5.1919], [-4.7959, -0.2545, -4.7185], [-4.6278, -0.8420, -2.0770], [1.7192, 0.4037, 4.6820], [1.4785, 1.6517, 4.1752], [2.6789, 2.3026, 4.0766], [3.6843, 1.4105, 4.5373], [3.0595, 0.2535, 4.9213], [1.0191, -0.2991, 4.8389], [0.4802, 1.9684, 3.9210], [2.8242, 3.3019, 3.7012], [4.7465, 1.5946, 4.5659], [3.4550, -0.6689, 5.3115], [5.2414, -1.2131, 0.9620], [6.0746, -0.7956, -0.0404], [5.9293, 0.5603, -0.1657], [4.9654, 0.9745, 0.7963], [4.5648, -0.1424, 1.4789], [5.1464, -2.1611, 1.2777], [6.7056, -1.4887, -0.5700], [6.4668, 1.1853, -0.8610], [4.6197, 1.9791, 0.9816], [3.8621, -0.2560, 2.2873], [-2.0838, -1.1930, 5.8358], [-1.7064, -0.4014, 4.7815], [-2.5127, -0.6924, 3.7198], [-3.4173, -1.7057, 4.1389], [-3.1343, -1.9854, 5.4505], [-1.6543, -1.2074, 6.7428], [-0.9088, 0.3167, 4.8674], [-2.4415, -0.2268, 2.7502], [-4.1782, -2.1744, 3.5390], [-3.5860, -2.6770, 6.1410], [-5.6477, 1.9698, -6.3952], [-5.0673, 2.7646, -7.3433], [-5.7075, 2.5415, -8.5333], [-6.7200, 1.5742, -8.2899], [-6.6567, 1.2423, -6.9615], [-5.3700, 1.9239, -5.4296], [-4.2475, 3.4164, -7.0956], [-5.4721, 3.0147, -9.4721], [-7.4124, 1.1672, -9.0079], [-7.2405, 0.5527, -6.3758], [8.7679, -2.1903, -2.8586], [8.4812, -0.9424, -3.3432], [9.6662, -0.2817, -3.5241], [10.7086, -1.1658, -3.1326], [10.1226, -2.3341, -2.7268], [8.0884, -2.8936, -2.6350], [7.4643, -0.6340, -3.5177], [9.7755, 0.7235, -3.8955], [11.7666, -0.9650, -3.1472], [10.5518, -3.2498, -2.3582], [-1.6655, 4.0943, -8.3740], [-1.1273, 2.8728, -8.6746], [-1.0494, 2.7742, -10.0375], [-1.5632, 3.9838, -10.5801], [-1.9362, 4.7771, -9.5286], [-1.8406, 4.4361, -7.4472], [-0.8509, 2.1802, -7.8981], [-0.6707, 1.9282, -10.5861], [-1.6507, 4.2398, -11.6228], [-2.3695, 5.7622, -9.5039], [-6.8853, -2.5877, 5.1959], [-7.8724, -1.8220, 5.7491], [-8.3420, -2.4776, 6.8569], [-7.6067, -3.6879, 6.9754], [-6.7155, -3.7256, 5.9352], [-6.3638, -2.3474, 4.3690], [-8.1525, -0.8783, 5.3130], [-9.1234, -2.1281, 7.5107], [-7.7193, -4.4423, 7.7361], [-5.9791, -4.4623, 5.6609], [4.6433, 3.2837, -1.7184], [5.4735, 3.7062, -2.7186], [5.3239, 5.0622, -2.8451], [4.3630, 5.4727, -1.8818], [3.9627, 4.3516, -1.2035], [4.5465, 2.3320, -1.4079], [6.0997, 3.0113, -3.2521], [5.8456, 5.6903, -3.5477], [4.0095, 6.4749, -1.7059], [3.2569, 4.2254, -0.3997], [9.3788, 2.1523, 4.7837], [8.7982, 2.1360, 3.5446], [7.7764, 1.2256, 3.5721], [7.7402, 0.6710, 4.8813], [8.7412, 1.2633, 5.6045], [10.1555, 2.7288, 5.0497], [9.1572, 2.7710, 2.7530], [7.1250, 0.9850, 2.7462], [7.0565, -0.0762, 5.2496], [9.0503, 1.1295, 6.6270], [-2.5953, 1.8595, 7.6391], [-3.3434, 2.6105, 6.7747], [-3.7220, 3.7495, 7.4332], [-3.1820, 3.6802, 8.7471], [-2.4928, 2.5014, 8.8435], [-2.1955, 0.9684, 7.4148], [-3.5404, 2.2679, 5.7727], [-4.3212, 4.5441, 7.0209], [-3.2887, 4.4120, 9.5302], [-1.9408, 2.0694, 9.6606]],
  "total_energy_ha": -3416.18351,
  "e_above_lowest_kj_mol": 0.0,
  "orbital_gap_ev": 8.18,
  "charge": 0,
  "molar_mass_g_mol": 1011.43
}